Entry 1:
Below is C14H24ClO5P2PtS as an isolated structure, with properties calculated with ωB97M-V with the def2-TZVPD basis set.

Each line ends with the Löwdin charge.
Element x y z (Å)
Pt (0.07, 0.28, 0.41)  0.776
C (1.84, -2.75, 0.59)  -0.219
P (1.72, -1.16, -0.27)  0.723
C (1.72, -1.58, -2.04)  -0.224
C (3.29, -0.32, 0.05)  -0.361
C (4.49, -0.90, -0.33)  -0.070
C (5.70, -0.26, -0.09)  -0.043
C (5.71, 0.98, 0.54)  -0.043
C (4.52, 1.57, 0.93)  -0.070
C (3.30, 0.93, 0.69)  -0.360
P (1.74, 1.71, 1.19)  0.756
C (1.71, 3.34, 0.42)  -0.221
C (1.89, 2.01, 2.97)  -0.216
H (2.73, -3.28, 0.28)  0.059
H (0.96, -3.35, 0.36)  0.057
H (1.88, -2.56, 1.67)  0.041
H (2.59, -2.19, -2.29)  0.055
H (1.75, -0.66, -2.63)  0.058
H (0.81, -2.12, -2.28)  0.059
H (4.50, -1.87, -0.82)  0.109
H (6.63, -0.72, -0.39)  0.119
H (6.65, 1.48, 0.74)  0.119
H (4.54, 2.53, 1.42)  0.110
H (2.58, 3.93, 0.71)  0.056
H (0.80, 3.86, 0.72)  0.059
H (1.71, 3.23, -0.67)  0.059
H (2.80, 2.58, 3.18)  0.057
H (1.93, 1.05, 3.49)  0.039
H (1.03, 2.58, 3.31)  0.060
O (-3.93, 0.71, 0.72)  -0.279
Cl (-2.86, 0.66, -0.22)  0.689
O (-1.75, 1.53, 0.32)  -0.524
O (-2.28, -0.68, -0.25)  -0.418
O (-3.21, 1.11, -1.51)  -0.250
O (0.67, -1.08, 3.31)  -0.456
S (-0.50, -0.79, 2.46)  0.754
C (-1.50, -2.29, 2.26)  -0.266
C (-2.88, -1.96, 2.84)  -0.199
C (-2.66, -0.95, 3.96)  -0.196
C (-1.75, 0.13, 3.38)  -0.264
H (-0.95, -3.03, 2.84)  0.112
H (-1.52, -2.56, 1.21)  0.081
H (-3.36, -2.87, 3.20)  0.128
H (-3.51, -1.53, 2.06)  0.104
H (-2.18, -1.42, 4.82)  0.125
H (-3.60, -0.51, 4.30)  0.130
H (-1.22, 0.74, 4.10)  0.109
H (-2.28, 0.76, 2.66)  0.077

The calculation puts the frontier orbital gap (spin up / spin down) at 8.0 / 8.1 eV. The energy relative to the best compared isomer or geometry (same formula, charge and spin) comes out at 0.0 kJ/mol. Its spin multiplicity is 3. As for the charge: +1.

***

Entry 2:
Below is the molecule C3H5ClN2S at a distorted geometry, with properties calculated with ωB97M-V with the def2-TZVPD basis set.

Each line ends with the Löwdin charge.
Element x y z (Å)
C (-0.56, 1.47, -0.66)  -0.465
C (1.30, 0.04, -0.11)  -0.725
C (0.69, -1.31, -0.25)  -0.106
N (0.69, 1.18, -0.22)  -0.029
N (-1.60, -0.02, 1.24)  -0.384
S (-2.03, 0.99, 0.09)  0.914
Cl (3.01, 0.10, 0.31)  0.639
H (-0.71, 2.43, -1.16)  0.053
H (0.18, -1.29, -1.22)  0.083
H (-0.01, -1.40, 0.58)  0.055
H (1.31, -2.14, -0.50)  0.063
H (-2.27, -0.04, 1.90)  -0.099

The calculation puts the frontier orbital gap (spin up / spin down) at 7.5 / 7.5 eV. The energy relative to the best compared isomer or geometry (same formula, charge and spin) comes out at 212.6 kJ/mol. As for the charge: 0.

***

Entry 3:
Below is a 2-piece molecular cluster, C2H3N3O2 overall at a distorted geometry, with properties calculated with ωB97M-V with the def2-TZVPD basis set.

Each line ends with the Löwdin charge.
Element x y z (Å)
C (-2.23, -0.53, -0.16)  -0.433
C (0.75, 0.95, 0.57)  0.056
N (2.63, -0.20, -0.41)  0.116
N (1.58, 0.04, 0.29)  -0.326
N (-1.43, -0.17, -0.94)  0.220
O (-3.05, -0.83, 0.57)  0.195
O (1.58, -1.29, -0.11)  -0.037
H (-0.19, 0.73, 0.96)  0.048
H (1.31, 1.86, 0.86)  0.111
H (-0.95, -0.55, -1.64)  0.049

The calculation puts the frontier orbital gap (spin up / spin down) at 9.2 / 9.2 eV. The energy relative to the best compared isomer or geometry (same formula, charge and spin) comes out at 735.6 kJ/mol. As for the charge: 0.